C9H30O6 | ωB97M-V with the def2-TZVPD basis set

```
45
Properties=species:S:1:pos:R:3
C -3.3376 1.4851 -2.5274
C -2.2439 2.2516 -1.7753
C -0.7885 1.7541 -1.9054
O -2.3211 3.6465 -2.0474
H -3.2175 1.5729 -3.6072
H -4.3242 1.8689 -2.2679
H -3.3508 0.4211 -2.2913
H -2.5035 2.0721 -0.7320
H -0.6758 0.7552 -1.4840
H -0.0974 2.4470 -1.4254
H -0.5718 1.6822 -2.9713
H -2.8532 4.1313 -1.4122
C 1.8312 1.0424 1.2425
C 0.6891 1.8596 0.6730
O -0.4029 1.2338 1.2313
H 1.7120 0.8462 2.3081
H 2.8475 1.4072 1.0938
H 1.8557 0.0127 0.8859
H 0.5719 1.9601 -0.4061
H 0.7687 2.9174 0.9240
H -0.3647 1.4754 2.1596
C -1.6983 -1.9851 1.5215
C -0.3981 -2.4890 2.1268
O 0.6971 -1.7593 1.5166
H -1.8147 -0.9088 1.6490
H -2.5666 -2.4502 1.9882
H -1.6954 -2.1602 0.4457
H -0.2902 -3.5583 1.9453
H -0.4300 -2.3429 3.2065
H 1.4221 -1.8296 2.1419
C 2.4170 -1.8554 -0.7720
C 3.7355 -2.5289 -0.2994
O 4.8312 -1.7052 -0.6845
H 2.4806 -1.7769 -1.8573
H 2.2960 -0.8421 -0.3892
H 1.6259 -2.5037 -0.3952
H 3.7951 -3.5326 -0.7201
H 3.6818 -2.5671 0.7886
H 4.8708 -1.7581 -1.6423
O -2.4729 1.1193 1.1768
H -2.0276 1.6029 0.4811
H -1.8400 0.4554 1.4506
O 0.0284 -0.4912 -0.1712
H 0.2095 -1.2307 0.4090
H -0.0807 0.2551 0.4182
```

The LUMO energy is 0.24 eV. For the energy, the calculation gives -812.089058 a.u. As for the spin multiplicity: 1. The frontier orbital gap is 9.7 eV. The SMILES is CC(C)O.CCO.CCO.CCO.O.O. The HOMO energy is -9.492 eV.

For each atom in turn, the natural (NBO) charge in e is: atom 1 (C): -0.63, atom 2 (C): 0.12, atom 3 (C): -0.64, atom 4 (O): -0.74, atom 5 (H): 0.21, atom 6 (H): 0.21, atom 7 (H): 0.22, atom 8 (H): 0.13, atom 9 (H): 0.27, atom 10 (H): 0.18, atom 11 (H): 0.21, atom 12 (H): 0.47, atom 13 (C): -0.65, atom 14 (C): -0.12, atom 15 (O): -0.73, atom 16 (H): 0.18, atom 17 (H): 0.22, atom 18 (H): 0.23, atom 19 (H): 0.23, atom 20 (H): 0.18, atom 21 (H): 0.50, atom 22 (C): -0.61, atom 23 (C): -0.07, atom 24 (O): -0.73, atom 25 (H): 0.18, atom 26 (H): 0.22, atom 27 (H): 0.24, atom 28 (H): 0.17, atom 29 (H): 0.17, atom 30 (H): 0.50, atom 31 (C): -0.61, atom 32 (C): -0.06, atom 33 (O): -0.72, atom 34 (H): 0.19, atom 35 (H): 0.22, atom 36 (H): 0.21, atom 37 (H): 0.16, atom 38 (H): 0.15, atom 39 (H): 0.46, atom 40 (O): -0.94, atom 41 (H): 0.46, atom 42 (H): 0.45, atom 43 (O): -1.03, atom 44 (H): 0.47, atom 45 (H): 0.45

***

C9H30O9 | ωB97M-V with the def2-TZVPD basis set

```
48
Properties=species:S:1:pos:R:3
O 0.5889 -2.0382 1.9667
C 0.6968 -3.3558 1.4343
C -0.4329 -3.5741 0.4601
O -0.3710 -2.5400 -0.5221
H 0.2015 -1.4745 1.3003
H 1.6437 -3.4032 0.9196
H 0.7367 -4.0476 2.2698
H -1.2590 -3.3544 1.1036
H -0.4598 -4.5914 0.0523
H -1.1075 -1.9222 -0.3406
O 0.0613 1.3303 1.6203
C 0.8801 2.3019 2.2506
C 0.5232 3.7827 2.0809
O 0.7854 4.1554 0.7482
H -0.0818 1.5851 0.6724
H 0.8191 2.0608 3.3208
H 1.9836 2.1685 2.0165
H 1.2131 4.2899 2.7945
H -0.5375 4.0028 2.2972
H 1.7136 3.8939 0.5604
O -1.7105 -1.2711 -5.4815
C -0.8026 -0.2213 -5.1774
C 0.1057 -0.7422 -4.1397
O -0.6759 -0.8802 -2.9966
H -2.0347 -1.5551 -4.6320
H -0.3219 0.0328 -6.1092
H -1.3596 0.6557 -4.8517
H 0.8584 -0.0101 -3.8693
H 0.5300 -1.7075 -4.4771
H -0.5923 -1.6869 -2.4896
C 2.0450 1.9324 -1.5094
O 0.6406 1.6055 -1.5197
H 2.4105 2.2274 -0.5036
H 2.7101 1.1296 -1.6928
H 2.2586 2.7909 -2.0824
H 0.4737 0.6574 -1.4758
C -2.6618 0.4615 -0.7455
O -2.5531 -0.5213 0.2849
H -3.5002 0.2722 -1.3684
H -2.8488 1.3940 -0.2649
H -1.7307 0.5417 -1.3439
H -2.1737 -0.1486 1.0986
C 0.4129 -0.5927 5.0213
O 1.3418 -0.4976 3.9746
H 0.5935 -1.4231 5.7643
H 0.3304 0.3567 5.5242
H -0.6188 -0.7844 4.6674
H 1.2758 -1.2857 3.3895
```

The LUMO energy is 0.59 eV. For the energy, the calculation gives -1037.940717 a.u. As for the spin multiplicity: 1. The frontier orbital gap is 10.2 eV. The SMILES is OCCO.OCCO.OCCO.CO.CO.CO. The HOMO energy is -9.579 eV.

For each atom in turn, the natural (NBO) charge in e is: atom 1 (O): -0.74, atom 2 (C): -0.08, atom 3 (C): -0.10, atom 4 (O): -0.78, atom 5 (H): 0.49, atom 6 (H): 0.17, atom 7 (H): 0.19, atom 8 (H): 0.18, atom 9 (H): 0.19, atom 10 (H): 0.51, atom 11 (O): -0.75, atom 12 (C): -0.08, atom 13 (C): -0.09, atom 14 (O): -0.72, atom 15 (H): 0.49, atom 16 (H): 0.20, atom 17 (H): 0.15, atom 18 (H): 0.16, atom 19 (H): 0.19, atom 20 (H): 0.46, atom 21 (O): -0.72, atom 22 (C): -0.09, atom 23 (C): -0.09, atom 24 (O): -0.78, atom 25 (H): 0.46, atom 26 (H): 0.18, atom 27 (H): 0.17, atom 28 (H): 0.17, atom 29 (H): 0.18, atom 30 (H): 0.50, atom 31 (C): -0.25, atom 32 (O): -0.74, atom 33 (H): 0.14, atom 34 (H): 0.18, atom 35 (H): 0.19, atom 36 (H): 0.49, atom 37 (C): -0.25, atom 38 (O): -0.77, atom 39 (H): 0.18, atom 40 (H): 0.17, atom 41 (H): 0.18, atom 42 (H): 0.49, atom 43 (C): -0.24, atom 44 (O): -0.75, atom 45 (H): 0.15, atom 46 (H): 0.17, atom 47 (H): 0.15, atom 48 (H): 0.50

***

C9H31BN3O9 | ωB97M-V with the def2-TZVPD basis set

```
53
Properties=species:S:1:pos:R:3
C 3.8942 -2.7672 0.3130
C 4.8410 -1.4995 0.1321
O 4.3651 -0.2916 0.7578
C 3.0333 0.0472 0.3695
C 2.7691 -0.0092 -1.1882
O 1.5837 0.7424 -1.5927
C 0.5269 0.5593 -0.7570
C -0.0882 -0.6655 -0.2446
N -1.2075 -0.3934 0.5766
B -2.1557 -1.2991 1.3438
O -2.2529 -1.0575 2.7481
N -2.9941 -2.3433 0.7824
C -2.4392 -2.9403 -0.4589
C -4.4324 -1.9325 0.6436
C -1.2594 0.9816 0.5970
N -0.2656 1.5899 -0.1597
H 4.4946 -3.6124 0.7677
H 3.5770 -3.0926 -0.7185
H 3.0341 -2.5977 1.0153
H 5.8100 -1.7564 0.6583
H 5.1418 -1.3165 -0.9466
H 2.3201 -0.5677 0.9873
H 2.8704 1.1250 0.6928
H 2.5942 -1.0859 -1.4930
H 3.6600 0.4121 -1.7306
H 0.2913 -1.6912 -0.4908
H -2.5687 -0.1271 2.8001
H -2.8819 -3.9695 -0.6305
H -1.3365 -3.1009 -0.3200
H -2.6428 -2.3291 -1.3898
H -5.0175 -2.4363 1.4750
H -4.6048 -0.8284 0.7250
H -4.7907 -2.3632 -0.3386
H -1.9388 1.6919 1.1222
H -0.1050 2.6070 -0.2711
O -4.9435 0.2131 -1.4830
H -5.0788 1.1678 -1.5211
H -4.0228 0.1184 -1.2129
O -0.2238 4.4153 0.9747
H 0.2076 5.2631 1.1576
H -0.8594 4.3159 1.6931
O 4.5697 3.1943 -2.9034
H 5.2581 2.7037 -2.4384
H 3.7682 2.6823 -2.7463
O -3.8252 -3.6614 3.8179
H -3.6662 -3.1450 3.0189
H -3.8436 -4.5744 3.5081
O 2.3590 6.0434 0.1987
H 2.5235 6.5458 -0.6085
H 2.3383 5.1266 -0.0985
O -1.9998 1.8820 -2.7401
H -2.8911 2.1384 -2.4756
H -1.4956 1.8882 -1.9186
```

The LUMO energy is -3.87 eV. For the energy, the calculation gives -1227.534180 a.u. As for the spin multiplicity: 1. The net charge is +1. The frontier orbital gap is 9.0 eV. The HOMO energy is -12.860 eV.

For each atom in turn, the natural (NBO) charge in e is: atom 1 (C): -0.68, atom 2 (C): -0.09, atom 3 (O): -0.52, atom 4 (C): -0.11, atom 5 (C): -0.11, atom 6 (O): -0.48, atom 7 (C): 0.47, atom 8 (C): -0.11, atom 9 (N): -0.56, atom 10 (B): 1.24, atom 11 (O): -0.86, atom 12 (N): -0.73, atom 13 (C): -0.43, atom 14 (C): -0.43, atom 15 (C): 0.23, atom 16 (N): -0.53, atom 17 (H): 0.24, atom 18 (H): 0.21, atom 19 (H): 0.22, atom 20 (H): 0.22, atom 21 (H): 0.17, atom 22 (H): 0.18, atom 23 (H): 0.20, atom 24 (H): 0.19, atom 25 (H): 0.23, atom 26 (H): 0.27, atom 27 (H): 0.49, atom 28 (H): 0.23, atom 29 (H): 0.19, atom 30 (H): 0.20, atom 31 (H): 0.23, atom 32 (H): 0.20, atom 33 (H): 0.24, atom 34 (H): 0.25, atom 35 (H): 0.50, atom 36 (O): -0.92, atom 37 (H): 0.47, atom 38 (H): 0.45, atom 39 (O): -0.98, atom 40 (H): 0.52, atom 41 (H): 0.48, atom 42 (O): -0.92, atom 43 (H): 0.47, atom 44 (H): 0.46, atom 45 (O): -0.93, atom 46 (H): 0.47, atom 47 (H): 0.47, atom 48 (O): -0.95, atom 49 (H): 0.48, atom 50 (H): 0.46, atom 51 (O): -0.91, atom 52 (H): 0.47, atom 53 (H): 0.45

***

C9H32N16O11 | ωB97M-V with the def2-TZVPD basis set

```
68
Properties=species:S:1:pos:R:3
C 0.0763 -0.4086 0.0899
O -0.7760 -0.6686 -0.8282
O -0.1364 0.5687 0.9240
O 1.2150 -1.0139 0.0848
C -0.1408 3.5819 3.1757
O -0.4176 4.6089 3.7770
N 0.3030 2.4457 3.7956
N -0.3205 3.3767 1.8357
H 0.3285 1.5709 3.3060
H 0.2936 2.4470 4.7990
H -0.1201 2.5132 1.3405
H -0.7407 4.1089 1.2912
C -0.0305 1.0961 -4.0113
O -0.3254 1.6624 -5.0591
N -0.6400 1.3641 -2.8218
N 0.9105 0.1079 -3.9292
H -1.4853 1.9057 -2.8241
H -0.5070 0.7268 -2.0380
H 1.4042 -0.1988 -4.7452
H 1.2843 -0.1850 -3.0405
C 1.8755 -3.0250 -2.7212
O 2.2312 -3.6138 -3.7427
N 2.7617 -2.3469 -1.9351
N 0.5932 -2.9542 -2.2827
H 2.4000 -1.8020 -1.1619
H 3.7010 -2.2471 -2.2662
H -0.1683 -3.1643 -2.9020
H 0.3451 -2.3472 -1.5080
C -3.7962 1.8062 -0.0704
O -4.8528 2.4035 0.1244
N -2.6163 2.0314 0.5668
N -3.7373 0.7744 -0.9692
H -1.8433 1.4225 0.3058
H -2.5721 2.5660 1.4123
H -4.5861 0.6377 -1.4850
H -2.9326 0.1875 -1.1255
C -2.9610 -3.1190 -2.5927
O -3.6516 -4.1185 -2.7416
N -2.1613 -2.5905 -3.5740
N -2.9614 -2.3549 -1.4512
H -2.0079 -3.1605 -4.3833
H -1.7372 -1.6918 -3.4197
H -3.6381 -2.5415 -0.7366
H -2.0891 -1.8812 -1.2228
C 3.2419 2.1320 -0.9552
O 4.1172 2.8030 -1.4994
N 3.2683 0.7727 -0.9469
N 2.1560 2.6616 -0.3312
H 3.9585 0.3369 -1.5258
H 2.5212 0.2373 -0.5061
H 1.4307 2.0826 0.0611
H 2.1000 3.6444 -0.1458
C -1.5114 -1.2590 3.9964
O -2.1859 -1.6772 4.9249
N -1.8193 -0.1489 3.2612
N -0.3758 -1.9086 3.5605
H -1.2694 0.1859 2.4786
H -2.7483 0.2133 3.3794
H 0.2274 -1.4528 2.8994
H -0.2621 -2.8421 3.9016
C 2.9834 -0.5964 3.2546
O 3.6142 -0.7296 4.2979
N 2.8249 -1.5859 2.3277
N 2.4031 0.5702 2.8214
H 3.0901 -2.5263 2.5443
H 2.2048 -1.3408 1.5474
H 2.5186 1.4061 3.3610
H 1.7417 0.5407 2.0536
```

The LUMO energy is 4.50 eV. For the energy, the calculation gives -2066.461301 a.u. As for the spin multiplicity: 1. The net charge is -2. The frontier orbital gap is 9.1 eV. The HOMO energy is -4.581 eV.

For each atom in turn, the natural (NBO) charge in e is: atom 1 (C): 1.00, atom 2 (O): -0.90, atom 3 (O): -0.95, atom 4 (O): -0.90, atom 5 (C): 0.78, atom 6 (O): -0.69, atom 7 (N): -0.86, atom 8 (N): -0.88, atom 9 (H): 0.41, atom 10 (H): 0.40, atom 11 (H): 0.43, atom 12 (H): 0.40, atom 13 (C): 0.77, atom 14 (O): -0.70, atom 15 (N): -0.87, atom 16 (N): -0.86, atom 17 (H): 0.40, atom 18 (H): 0.42, atom 19 (H): 0.40, atom 20 (H): 0.40, atom 21 (C): 0.77, atom 22 (O): -0.72, atom 23 (N): -0.88, atom 24 (N): -0.87, atom 25 (H): 0.43, atom 26 (H): 0.39, atom 27 (H): 0.40, atom 28 (H): 0.43, atom 29 (C): 0.77, atom 30 (O): -0.71, atom 31 (N): -0.88, atom 32 (N): -0.87, atom 33 (H): 0.43, atom 34 (H): 0.41, atom 35 (H): 0.39, atom 36 (H): 0.42, atom 37 (C): 0.77, atom 38 (O): -0.69, atom 39 (N): -0.87, atom 40 (N): -0.89, atom 41 (H): 0.40, atom 42 (H): 0.42, atom 43 (H): 0.40, atom 44 (H): 0.44, atom 45 (C): 0.78, atom 46 (O): -0.70, atom 47 (N): -0.87, atom 48 (N): -0.85, atom 49 (H): 0.39, atom 50 (H): 0.42, atom 51 (H): 0.40, atom 52 (H): 0.40, atom 53 (C): 0.78, atom 54 (O): -0.70, atom 55 (N): -0.87, atom 56 (N): -0.86, atom 57 (H): 0.43, atom 58 (H): 0.40, atom 59 (H): 0.41, atom 60 (H): 0.40, atom 61 (C): 0.78, atom 62 (O): -0.70, atom 63 (N): -0.88, atom 64 (N): -0.89, atom 65 (H): 0.39, atom 66 (H): 0.43, atom 67 (H): 0.41, atom 68 (H): 0.42

***

C9H33AlClN14O7 | ωB97M-V with the def2-TZVPD basis set

```
65
Properties=species:S:1:pos:R:3
C 3.1863 0.2591 -3.0173
C 3.2843 1.4123 -3.7039
Al 4.8131 2.4284 -2.7470
Cl 5.4612 3.9577 -4.1717
H 3.6979 -0.6953 -3.2852
H 2.6577 0.1773 -2.0569
H 2.8834 1.9564 -4.5325
H 4.2521 3.1011 -1.4015
H 6.0594 1.4612 -2.4170
C 0.9563 2.2377 -0.3364
O 1.5409 1.1586 -0.1991
N 0.2212 2.7536 0.6939
N 0.9810 2.9484 -1.4875
H -0.2670 3.6250 0.6119
H 0.2614 2.2642 1.5891
H 1.5686 2.5954 -2.2490
H 0.4779 3.8060 -1.6058
C -2.4661 0.6258 -2.3660
O -2.4023 1.5726 -3.1427
N -3.1983 -0.4986 -2.6157
N -1.8175 0.6058 -1.1722
H -3.1487 -1.2645 -1.9644
H -3.7316 -0.5455 -3.4602
H -1.2322 1.3827 -0.9234
H -1.9099 -0.1597 -0.5301
C -3.4073 4.9049 -5.1085
O -4.2245 5.1934 -4.2493
N -2.5603 3.8492 -5.0413
N -3.2933 5.6737 -6.2543
H -1.9048 3.6555 -5.7740
H -2.5550 3.2325 -4.2393
H -3.8998 6.4652 -6.3342
H -2.6300 5.4806 -6.9792
C -3.3703 -2.8465 0.7534
O -3.1139 -2.5279 -0.3974
N -2.3850 -3.1359 1.6499
N -4.6557 -2.9336 1.2111
H -2.5678 -3.4011 2.5974
H -1.4336 -3.0677 1.3327
H -5.3878 -2.7125 0.5637
H -4.8884 -3.1888 2.1508
C 1.1138 0.3429 3.4648
O 0.7339 1.5178 3.4061
N 1.5184 -0.3743 2.4050
N 1.1222 -0.3002 4.6786
H 1.7968 -1.3385 2.4749
H 1.5877 0.0654 1.4823
H 0.8287 0.2404 5.4680
H 1.3792 -1.2626 4.8100
C -0.3498 -2.8960 6.7080
O 0.3363 -2.9626 5.7057
N 0.1835 -2.9678 7.9677
N -1.7088 -2.7309 6.6486
H -0.3643 -2.9043 8.8036
H 1.1765 -3.0830 8.0364
H -2.1106 -2.6402 5.7361
H -2.2939 -2.6594 7.4581
C 2.8827 -3.3097 -0.1799
O 2.2346 -2.9247 0.7819
N 3.6057 -4.4789 -0.1393
N 2.9088 -2.6322 -1.3516
H 4.1469 -4.8124 -0.9129
H 3.5955 -4.9933 0.7191
H 2.4260 -1.7506 -1.3969
H 3.3987 -2.9514 -2.1651
```

The LUMO energy is 1.40 eV. For the energy, the calculation gives -2358.922970 a.u. As for the spin multiplicity: 1. The net charge is -1. The frontier orbital gap is 4.2 eV. The HOMO energy is -2.753 eV.

For each atom in turn, the natural (NBO) charge in e is: atom 1 (C): -0.25, atom 2 (C): -0.96, atom 3 (Al): 1.16, atom 4 (Cl): -0.62, atom 5 (H): 0.10, atom 6 (H): 0.17, atom 7 (H): 0.27, atom 8 (H): -0.42, atom 9 (H): -0.43, atom 10 (C): 0.77, atom 11 (O): -0.72, atom 12 (N): -0.87, atom 13 (N): -0.84, atom 14 (H): 0.38, atom 15 (H): 0.44, atom 16 (H): 0.45, atom 17 (H): 0.38, atom 18 (C): 0.79, atom 19 (O): -0.72, atom 20 (N): -0.86, atom 21 (N): -0.84, atom 22 (H): 0.42, atom 23 (H): 0.40, atom 24 (H): 0.42, atom 25 (H): 0.40, atom 26 (C): 0.77, atom 27 (O): -0.68, atom 28 (N): -0.85, atom 29 (N): -0.87, atom 30 (H): 0.38, atom 31 (H): 0.45, atom 32 (H): 0.40, atom 33 (H): 0.38, atom 34 (C): 0.78, atom 35 (O): -0.70, atom 36 (N): -0.84, atom 37 (N): -0.85, atom 38 (H): 0.38, atom 39 (H): 0.43, atom 40 (H): 0.41, atom 41 (H): 0.38, atom 42 (C): 0.78, atom 43 (O): -0.73, atom 44 (N): -0.85, atom 45 (N): -0.86, atom 46 (H): 0.41, atom 47 (H): 0.45, atom 48 (H): 0.39, atom 49 (H): 0.41, atom 50 (C): 0.78, atom 51 (O): -0.67, atom 52 (N): -0.85, atom 53 (N): -0.85, atom 54 (H): 0.39, atom 55 (H): 0.41, atom 56 (H): 0.41, atom 57 (H): 0.39, atom 58 (C): 0.78, atom 59 (O): -0.70, atom 60 (N): -0.86, atom 61 (N): -0.83, atom 62 (H): 0.38, atom 63 (H): 0.40, atom 64 (H): 0.43, atom 65 (H): 0.39

***

Question: What is the formula in the fifth record?
Answer: C9H33AlClN14O7

***

Question: The highest energy belongs to which entry?
Answer: C9H30O6

***

Question: What is the formula in the fifth record?
Answer: C9H33AlClN14O7